1.
ORCA calculation (the ωB97M-V functional and the def2-TZVPD basis) on a cluster of 2 separate species, C2H8O2 in total.

Structure (XYZ):
```
12
Properties=species:S:1:pos:R:3:mulliken_charge:R:1
C -0.9569 0.8489 0.0252 -0.767
C 0.3014 1.1257 -0.8892 -0.254
O 1.4475 0.4916 -0.4743 -0.557
H -0.5834 0.0674 0.8477 0.019
H -1.3243 1.6875 0.5739 0.307
H -1.6887 0.2604 -0.3554 0.388
H 0.4837 2.1319 -1.0995 0.337
H 0.1871 0.4376 -1.6684 0.232
H 1.7449 0.6232 0.4239 0.293
O 0.0391 -2.8645 1.0547 -0.659
H -0.5235 -2.0605 1.0400 0.325
H 0.8731 -2.7492 0.5215 0.337
```

Computed properties:
energy above the lowest of the compared OMol25 structures with the same formula, charge and spin	27.6	kcal per mole
net charge	0
LUMO level	0.8	eV
HOMO level	-10.7	eV
SMILES	CCO.O



2.
ORCA calculation (the ωB97M-V functional and the def2-TZVPD basis) on a structure of composition C27H35BF4N4OsP2.

Structure (XYZ):
```
74
Properties=species:S:1:pos:R:3:mulliken_charge:R:1
Os -0.3353 1.1204 2.9392 0.678
C 3.2890 -1.4330 -4.7545 -0.351
C 2.3305 -0.5125 -4.6191 -0.336
C 0.8864 -0.5581 -5.0420 -0.452
C 0.2810 -1.9573 -5.3265 -0.875
C 0.3477 -2.8745 -4.1230 -0.080
C 1.3514 -3.6578 -3.7287 -0.185
C 2.7055 -3.8834 -4.3556 -0.541
C 3.1959 -2.8149 -5.3668 -0.930
C -0.8924 0.3181 4.8438 -1.268
H 4.2860 -1.1859 -4.3844 0.389
H 2.6162 0.4391 -4.1709 0.591
H 0.7355 0.0709 -5.9348 0.405
H 0.3013 -0.0841 -4.2427 0.152
H -0.7770 -1.8008 -5.5682 0.432
H 0.7502 -2.3967 -6.2122 0.344
H -0.5630 -2.8747 -3.5188 0.458
H 1.1896 -4.2709 -2.8387 0.453
H 2.7332 -4.8689 -4.8518 0.402
H 3.4353 -3.9457 -3.5360 0.394
H 4.2050 -3.1138 -5.6765 0.405
H 2.5685 -2.8327 -6.2632 0.318
H -0.0996 0.3609 5.6085 0.582
H -1.1657 -0.8309 4.7866 0.430
H -1.8295 0.7699 5.2128 0.528
P -1.4798 -0.2717 1.7940 0.100
P 0.1425 2.0489 0.9448 -0.055
N -1.0713 -1.9837 1.9763 0.523
N -3.2410 -0.4593 2.0275 0.621
N 1.6808 1.5099 0.2297 0.430
N 0.2652 3.7878 0.6466 0.442
C -1.3506 -0.0004 -0.0147 -1.162
C -1.0822 1.4703 -0.2848 -0.921
C 0.0588 -2.4084 2.6643 -0.408
C 0.2265 -3.7726 2.4418 -0.664
C -0.8375 -4.1990 1.5833 -0.814
C -1.6200 -3.0749 1.3108 -0.393
C -3.8476 -0.6892 3.2537 -0.446
C -5.2173 -0.4477 3.1307 -0.719
C -5.4544 -0.0531 1.7754 -0.671
C -4.2227 -0.0654 1.1270 -0.363
C 2.7845 1.1808 1.0070 -0.415
C 3.8063 0.7426 0.1683 -1.046
C 3.3106 0.7982 -1.1713 -0.310
C 2.0005 1.2691 -1.1042 -0.496
C 0.7166 4.4637 -0.4869 -0.244
C 0.3888 5.8174 -0.3657 -0.586
C -0.3037 5.9697 0.8818 -0.606
C -0.3700 4.7098 1.4739 -0.367
H -2.2326 -0.3623 -0.5460 0.713
H -0.5069 -0.6324 -0.3326 0.356
H -0.7579 1.6652 -1.3109 0.670
H -1.9603 2.1091 -0.0915 0.382
H 0.6320 -1.6965 3.2418 0.354
H 1.0165 -4.3769 2.8477 0.484
H -1.0110 -5.1983 1.2149 0.498
H -2.5168 -2.9738 0.7207 0.530
H -3.2719 -0.9974 4.1155 0.491
H -5.9529 -0.5445 3.9118 0.456
H -6.3979 0.2119 1.3251 0.450
H -3.9753 0.1768 0.1078 0.384
H 2.7288 1.2793 2.0827 0.534
H 4.7843 0.4257 0.4835 0.462
H 3.8363 0.5263 -2.0759 0.462
H 1.2827 1.4409 -1.8898 0.518
H 1.2595 3.9491 -1.2658 0.407
H 0.6232 6.5962 -1.0780 0.443
H -0.6998 6.8837 1.2934 0.457
H -0.7851 4.3820 2.4159 0.323
F -0.3488 2.4353 4.6739 -0.335
B -0.6156 2.7523 6.4024 0.450
F 0.7297 2.9646 6.6366 -0.273
F -1.5233 3.7617 6.0907 -0.276
F -1.1659 1.6963 7.1403 -0.312
```

Computed properties:
2S+1	5
net charge	+2
LUMO level (spin up / spin down)	-6.4 / -10.6	eV
HOMO level (spin up / spin down)	-13.4 / -13.4	eV



| no. | maximum force (eV/Å) | total energy (eV) |
| --- | --- | --- |
| 1 | 5.28 | -6297.2134 |
| 2 | 6.40 | -67100.1793 |